The following is a DFT calculation (the ωB97M-V functional and the def2-TZVPD basis) of a structure of composition C10H14F6KP.

For the total energy, the calculation gives -52514.648 eV. The frontier orbital gap (alpha / beta) comes out at 10.038 / 6.657 eV. For the LUMO energy (alpha / beta), the calculation gives -0.1680 / -0.3010 hartree. Its energy relative to the best compared isomer or geometry (same formula, charge and spin) is 0.00 kJ/mol. The multiplicity is 2. As for the charge: +1. Its HOMO energy (alpha / beta) is -14.61 / -14.85 eV.

Atoms and positions in Å:
H1 -0.227063 4.021581 -1.576050
F1 -0.127415 2.399847 6.122055
H2 1.538073 3.724221 -1.544202
P1 0.268148 0.946070 5.671948
F2 1.740912 1.057637 6.202497
H3 0.603332 3.687535 -0.060604
C1 1.435701 1.065333 -1.227750
H4 -1.829527 2.145977 -1.392450
C2 -1.206770 0.121526 -1.504879
C3 -0.104195 -0.788574 -1.557736
C4 0.572911 3.433413 -1.130575
C5 -0.279322 -2.240884 -1.835723
H5 1.694466 -2.554881 -2.787285
F3 -0.280602 0.263823 6.972055
C6 0.635076 -2.684909 -3.000746
C7 -1.722092 -2.677895 -2.074837
H6 -2.374840 -2.461658 -1.227812
H7 2.440467 1.450710 -1.102643
H8 -2.139066 -2.205231 -2.968227
F4 -1.232155 0.763773 4.953831
K1 -0.405280 -0.071932 3.074827
F5 0.616897 -0.554357 5.024922
F6 0.755364 1.561431 4.186337
H9 0.462737 -3.744180 -3.184731
H10 2.063864 -0.944732 -1.335881
H11 0.097619 -2.741340 -0.927215
H12 0.393956 -2.138916 -3.915001
H13 -1.745659 -3.754439 -2.234839
H14 -2.213122 -0.253594 -1.621817
C8 -0.993801 1.456421 -1.378261
C9 0.337986 1.981237 -1.259376
C10 1.223390 -0.263010 -1.359839

Cartesian forces (eV/Å) of the 2 atoms listed first:
-0.0098 -0.0021 0.0069
-0.0401 0.1561 0.1191